A single C9H11NO3 molecule in a non-equilibrium geometry. Source: the Open Molecules 2025 dataset; level of theory: ωB97M-V with the def2-TZVPD basis set.

Structure (ORCA input):
```
! RIJCOSX wB97M-V def2-TZVPD def2/J DEFGRID3
* xyz 0 1
C 0.36165 -1.83115 -1.07101
C 0.55022 -2.39670 -2.46587
C 0.25340 -0.27237 -1.17472
C -0.26688 0.62671 -0.07072
C -1.55494 0.90107 0.20695
C 0.61285 1.27589 0.80743
C -2.10163 1.76264 1.21119
C 0.23751 2.14725 1.76951
C -1.19405 2.39329 2.04641
H 1.38197 -3.22437 0.05065
H 1.58084 -1.50362 0.60273
H -0.79168 -2.09858 -0.88872
H 1.30381 0.04411 -1.38137
H -0.27941 -0.15089 -2.08766
H -2.29841 0.41609 -0.38396
H 1.72149 1.00347 0.66125
H -3.14969 2.04272 1.31923
H 1.00069 2.60841 2.55248
H -0.85591 3.58794 3.48696
H 2.40705 -2.91781 -2.10602
N 1.31925 -2.24866 -0.09072
O -0.37387 -2.32331 -3.26198
O -1.65368 3.03630 3.10003
O 1.78943 -2.87842 -2.83205
*
```

structure (SMILES)	N[C@@H](Cc1ccc(O)cc1)C(=O)O
ΔE to the lowest compared entry with this formula, charge and spin	1.786	eV
Kohn-Sham gap	9.2	eV
HOMO energy	-8.669	eV

natural (NBO) population analysis, charges in e, atoms 1 to 8: C -0.1457; C 0.7708; C -0.4086; C -0.0945; C -0.1499; C -0.1767; C -0.2936; C -0.2989

***

A single C22H23F3N2O5S molecule in a non-equilibrium geometry. Source: the Open Molecules 2025 dataset; level of theory: ωB97M-V with the def2-TZVPD basis set.

Structure (ORCA input):
```
! RIJCOSX wB97M-V def2-TZVPD def2/J DEFGRID3
* xyz 0 1
C 6.64881 0.82778 0.96803
C 5.46001 0.41178 1.36075
C 4.70648 -0.71667 0.72336
N 3.29357 -0.41978 0.59888
C 2.83396 0.56235 -0.25583
C 3.66888 1.20123 -1.17947
C 3.16097 2.13139 -2.06585
C 1.81464 2.45315 -2.07376
C 0.99271 1.84281 -1.13847
C 1.48639 0.92464 -0.22629
H 0.83388 0.51380 0.52397
C -0.46978 2.16354 -1.06772
F -0.78434 2.92890 -0.00746
F -1.22502 1.04861 -0.94246
F -0.93413 2.80563 -2.14545
H 1.41380 3.16451 -2.77723
H 3.82636 2.60898 -2.76818
H 4.72237 0.98111 -1.20133
S 2.18254 -1.48667 1.31025
O 2.95058 -2.58703 1.80555
O 1.33675 -0.78949 2.22839
C 1.20879 -2.02854 -0.09802
C -0.16796 -2.01147 -0.01906
C -0.91071 -2.44172 -1.11464
C -0.25536 -2.87792 -2.26405
C 1.12703 -2.89995 -2.32024
C 1.86725 -2.47639 -1.22760
H 2.94579 -2.49405 -1.24094
H 1.62763 -3.24749 -3.21059
H -0.85396 -3.20259 -3.10185
C -2.40147 -2.47292 -1.10312
O -3.06455 -2.84376 -2.03718
O -2.90286 -2.06233 0.06646
C -4.31698 -2.07585 0.22090
H -4.77990 -2.58122 -0.63380
H -4.54585 -2.63529 1.13239
C -4.94242 -0.67828 0.34843
O -6.13906 -0.56101 0.49885
N -4.07246 0.33609 0.27361
H -3.08848 0.13634 0.17966
C -4.45992 1.72044 0.41929
C -3.86435 2.34713 1.68062
C -4.37226 1.66764 2.94584
H -5.45731 1.71912 2.99419
H -3.96071 2.15106 3.82837
H -4.08172 0.61976 2.96210
H -2.77507 2.28322 1.63878
H -4.13416 3.40422 1.69552
H -5.55102 1.73506 0.46619
H -4.13190 2.27676 -0.46491
H -0.64543 -1.66907 0.88505
H 5.14056 -0.98450 -0.24777
H 4.75487 -1.59556 1.37310
H 4.95435 0.87055 2.19855
H 7.16602 1.62574 1.47083
H 7.16416 0.37619 0.13534
*
```

structure (SMILES)	C=CCN(c1cccc(C(F)(F)F)c1)S(=O)(=O)c1cccc(C(=O)OCC(=O)NCCC)c1
ΔE to the lowest compared entry with this formula, charge and spin	0.000	eV
Kohn-Sham gap	8.8	eV
HOMO energy	-9.170	eV

natural (NBO) population analysis, charges in e, atoms 1 to 8: C -0.3850; C -0.1864; C -0.2750; N -0.6868; C 0.2468; C -0.2652; C -0.1849; C -0.2028

***

A single C24H29N3O5S molecule in a non-equilibrium geometry. Source: the Open Molecules 2025 dataset; level of theory: ωB97M-V with the def2-TZVPD basis set.

Structure (ORCA input):
```
! RIJCOSX wB97M-V def2-TZVPD def2/J DEFGRID3
* xyz 0 1
C 5.78987 1.16623 -1.55406
H 6.68529 0.67812 -1.93231
H 6.00866 2.22449 -1.42260
H 5.01134 1.06764 -2.30813
C 5.37087 0.54269 -0.22303
C 6.52501 0.60704 0.77460
H 6.23869 0.12960 1.70761
H 7.40021 0.09599 0.37996
H 6.79329 1.64132 0.98114
C 4.14796 1.24308 0.37493
H 3.93584 0.81185 1.35358
C 2.87768 1.11676 -0.47090
N 2.59680 -0.23158 -0.95879
S 2.54250 -1.57048 0.07151
O 3.10005 -2.63808 -0.71043
O 3.08282 -1.31150 1.36717
C 0.77753 -1.82892 0.20087
C 0.16835 -2.67587 -0.70947
C -1.20781 -2.84768 -0.71506
C -1.93489 -2.10170 0.19642
C -1.29746 -1.25971 1.12221
C 0.07218 -1.12652 1.16543
H 0.58454 -0.50504 1.88056
O -2.24577 -0.61811 1.86350
C -3.46833 -1.01791 1.41688
O -4.51633 -0.61525 1.83178
N -3.28188 -1.94980 0.41655
C -4.36043 -2.58927 -0.28346
H -4.32270 -3.66959 -0.13457
H -4.30368 -2.36411 -1.34881
H -5.29010 -2.19583 0.12470
H -1.69085 -3.51123 -1.41305
H 0.79976 -3.20111 -1.40767
H 3.19306 -0.49632 -1.72914
H 2.94362 1.75899 -1.35794
C 1.63945 1.52312 0.33814
O 1.59364 1.50576 1.54799
N 0.57869 1.85002 -0.42821
H 0.67215 1.88606 -1.43044
C -0.74870 2.02217 0.13042
C -1.80444 1.40886 -0.75399
C -1.48714 0.36335 -1.61448
C -2.44992 -0.21239 -2.42268
C -3.75546 0.24415 -2.36600
C -4.07873 1.27837 -1.50915
C -3.11684 1.87861 -0.70379
C -3.52852 3.04557 0.15070
C -2.44068 3.52488 1.10760
C -1.08033 3.48777 0.42294
H -1.10463 4.06115 -0.50672
H -0.30974 3.90543 1.07125
H -2.67068 4.53652 1.44531
H -2.41199 2.87748 1.98564
H -3.80655 3.86347 -0.52302
H -4.42478 2.77449 0.71308
H -5.09622 1.63820 -1.46236
H -4.51739 -0.19799 -2.99135
H -2.17724 -1.01640 -3.09049
H -0.47558 -0.01637 -1.64634
H -0.73267 1.49642 1.09438
H 4.35754 2.30691 0.50927
H 5.12150 -0.51306 -0.38043
*
```

structure (SMILES)	CC(C)C[C@@H](NS(=O)(=O)c1ccc2c(c1)oc(=O)n2C)C(=O)N[C@H]1CCCc2ccccc21
ΔE to the lowest compared entry with this formula, charge and spin	0.040	eV
Kohn-Sham gap	9.1	eV
HOMO energy	-8.695	eV

natural (NBO) population analysis, charges in e, atoms 1 to 8: C -0.6078; H 0.2143; H 0.2036; H 0.1889; C -0.2222; C -0.5967; H 0.2180; H 0.2065

***

6 unconnected molecules or ions with the total composition C11H30F6N2O8S2 in a non-equilibrium geometry. Source: the Open Molecules 2025 dataset; level of theory: ωB97M-V with the def2-TZVPD basis set.

Structure (ORCA input):
```
! RIJCOSX wB97M-V def2-TZVPD def2/J DEFGRID3
* xyz -1 2
N 0.18583 -0.01611 -0.07688
H 1.11207 -0.34334 0.15789
H -0.10362 0.77812 0.47585
H -0.41326 -0.81522 -0.22724
H 0.33658 0.17514 -1.05709
C 3.39274 -0.49228 -2.55418
F 4.62704 -0.16228 -2.92659
F 3.19943 -1.77372 -2.78170
F 3.25690 -0.30044 -1.25633
S 2.19660 0.78410 -3.37654
O 2.56591 2.15968 -3.01750
O 2.18536 0.46454 -4.82587
N 0.64849 0.34035 -2.60793
S -0.34908 0.85959 -3.78020
O -0.02033 2.13386 -4.39751
O -0.61742 -0.21998 -4.73549
C -1.98055 1.23297 -2.77909
F -1.78520 2.09210 -1.77610
F -2.76369 1.87204 -3.58655
F -2.54185 0.04316 -2.42182
O 0.28531 -2.31649 -2.44782
H 0.10339 -2.58133 -3.34948
H 0.51525 -1.38952 -2.51172
C -2.86661 -1.03770 1.66179
C -2.91893 -2.21962 0.71245
C -4.10085 -2.21855 -0.26078
O -1.67032 -2.08668 -0.06357
H -2.23323 -0.20362 1.35974
H -2.63020 -1.43418 2.64922
H -3.89694 -0.73400 1.84695
H -2.89890 -3.20741 1.17286
H -3.98804 -1.31835 -0.86494
H -5.02710 -2.08851 0.29892
H -4.06038 -3.14109 -0.83991
H -1.27639 -2.95372 -0.18467
C 1.60763 3.30852 0.46787
C 0.37998 3.45675 1.37235
C -0.65183 4.43916 0.76006
O -0.14442 2.16671 1.67295
H 2.06874 4.25710 0.19280
H 1.33105 2.69374 -0.38867
H 2.40640 2.90859 1.09247
H 0.62003 3.98667 2.29413
H -0.22228 5.32054 0.28386
H -1.35860 4.70333 1.54669
H -1.23814 3.82371 0.07774
H -0.74061 2.26146 2.41939
C 2.65055 -2.54936 3.53928
C 1.38593 -2.18001 2.74948
C 0.58889 -0.88486 3.23326
O 1.61199 -2.10842 1.35670
H 3.46998 -1.83086 3.51954
H 3.18471 -3.46659 3.29137
H 2.52167 -2.60638 4.62014
H 0.70930 -3.02521 2.87560
H -0.49381 -0.91152 3.11022
H 0.95110 0.04605 2.79700
H 0.83367 -0.74729 4.28647
H 2.05983 -2.94314 1.20088
*
```

expectation value of S²	0.750
Kohn-Sham gap (alpha / beta)	2.2 / 10.0	eV
HOMO energy (alpha / beta)	0.321 / -7.611	eV

natural (NBO) population analysis, charges in e, atoms 1 to 8: N -0.9398; H 0.4333; H 0.4596; H 0.4614; H 0.4372; C 0.7883; F -0.3078; F -0.2897

***

A molecular structure, C44H40Cl2FKN6O4S2 in a non-equilibrium geometry. Source: the Open Molecules 2025 dataset; level of theory: ωB97M-V with the def2-TZVPD basis set.

Structure (ORCA input):
```
! RIJCOSX wB97M-V def2-TZVPD def2/J DEFGRID3
* xyz 0 1
K 0.14679 0.09261 0.31412
Cl -2.47562 2.81856 3.85753
C -2.44183 1.07906 3.80820
C -3.27810 0.37696 4.66740
C -3.31533 -0.99594 4.63777
Cl -4.41511 -1.83448 5.71299
C -2.49312 -1.72161 3.75607
C -2.48317 -3.12914 3.63987
C -1.63239 -3.73408 2.75561
C -0.76752 -2.93316 1.99220
N -0.75743 -1.62443 2.06670
C -1.60677 -0.99888 2.90391
C -1.58012 0.46570 2.86357
O -0.86223 1.09054 2.04603
H -3.90871 0.92363 5.35541
H -3.15419 -3.71073 4.25830
H -1.61691 -4.81042 2.64217
H -0.05547 -3.38136 1.30453
S 2.64280 -1.71464 0.96727
C 3.96582 -0.85609 1.44155
N 5.08522 -1.44623 1.95038
C 6.24287 -0.62463 2.26690
C 6.38255 0.38983 1.15508
N 5.19481 1.22524 1.14289
C 5.40627 2.66984 1.14639
C 6.04840 3.12716 2.43883
C 7.33683 3.64608 2.45624
C 7.93890 4.00558 3.65549
C 7.25728 3.84382 4.85079
C 5.96601 3.33114 4.84180
C 5.36321 2.97795 3.64560
C 3.98866 0.64791 1.34477
S 2.58958 1.49994 1.53641
C 5.04220 -2.83440 2.41297
C 6.38931 -3.50199 2.40008
C 6.98741 -3.84937 1.19183
C 8.23408 -4.45466 1.17372
C 8.89486 -4.72689 2.36423
C 8.30279 -4.39029 3.57191
C 7.05652 -3.77942 3.58772
H 7.12740 -1.25544 2.31159
H 6.12585 -0.11327 3.23079
H 6.48967 -0.13697 0.20129
H 7.25614 1.01921 1.31300
H 4.43476 3.13732 1.00308
H 6.04837 2.91898 0.29916
H 7.87812 3.77653 1.52519
H 8.94301 4.41121 3.65463
H 7.72961 4.11809 5.78552
H 5.42426 3.21100 5.77155
H 4.35238 2.59086 3.63309
H 4.35435 -3.35447 1.75045
H 4.60702 -2.86772 3.41854
H 6.46739 -3.63886 0.26376
H 8.69071 -4.72398 0.22961
H 9.86743 -5.20188 2.35137
H 8.81047 -4.60339 4.50421
H 6.59642 -3.51342 4.53246
F -6.48397 0.39892 -0.55108
C -5.55129 0.52095 -1.53220
C -4.23785 0.26934 -1.23835
C -3.27812 0.33670 -2.23895
C -1.87290 -0.02018 -1.91118
O -1.63903 -0.66206 -0.89791
C -0.91593 0.46288 -2.88951
C -1.35386 0.79820 -4.11682
N -2.67909 0.77804 -4.51379
C -3.00502 0.89794 -5.90576
C -2.29976 -0.01106 -6.86267
C -3.75150 -0.22909 -6.56127
C -3.65416 0.66982 -3.55010
C -5.00209 0.92778 -3.82253
C -5.95895 0.86194 -2.82165
N -7.31650 1.15588 -3.16829
C -8.20040 1.68507 -2.14836
C -9.36193 2.39057 -2.83186
N -10.07460 1.38829 -3.69319
C -9.14634 0.80192 -4.71489
C -7.98048 0.15619 -3.98212
C 0.62184 0.65706 -2.61754
O 1.15782 1.46739 -3.38924
O 1.09079 -0.01033 -1.68057
H -3.93168 -0.01154 -0.23706
H -0.64082 1.13916 -4.85644
H -3.21771 1.90882 -6.24078
H -1.58852 -0.70947 -6.44395
H -2.02008 0.38361 -7.82891
H -4.01585 -1.07485 -5.93999
H -4.48281 0.01445 -7.32115
H -5.30536 1.22255 -4.81902
H -7.66615 2.40626 -1.53517
H -8.59528 0.90814 -1.47547
H -8.99689 3.18379 -3.48104
H -10.06443 2.79893 -2.10756
H -10.88723 1.80809 -4.14087
H -10.40233 0.63132 -3.08894
H -8.78866 1.61897 -5.33807
H -9.69145 0.08352 -5.32466
H -7.28118 -0.24711 -4.71057
H -8.35276 -0.68931 -3.37511
*
```

ΔE to the lowest compared entry with this formula, charge and spin	1.421	eV
Kohn-Sham gap	3.4	eV
HOMO energy	-5.237	eV

Mulliken population analysis, charges in e, atoms 1 to 8: K 1.1154; Cl -0.2703; C 0.4835; C -0.6146; C 0.7551; Cl -0.3169; C -0.0865; C -0.7969

***

2 unconnected molecules or ions with the total composition CHO3S2 in a non-equilibrium geometry. Source: the Open Molecules 2025 dataset; level of theory: ωB97M-V with the def2-TZVPD basis set.

Structure (ORCA input):
```
! RIJCOSX wB97M-V def2-TZVPD def2/J DEFGRID3
* xyz -1 1
C 0.65704 1.36908 -0.37339
O 0.28504 0.96167 0.84934
O 1.61711 2.02069 -0.65369
O -0.70949 -2.40708 1.25322
S -0.30147 0.54738 -1.64199
S -1.23804 -2.65470 -0.18009
H -0.31020 0.16295 0.74659
*
```

ΔE to the lowest compared entry with this formula, charge and spin	0.774	eV
Kohn-Sham gap (alpha / beta)	5.1 / 5.8	eV
HOMO energy (alpha / beta)	-3.436 / -3.867	eV

natural (NBO) charges, unit e, in atom order: C 0.6415; O -0.7308; O -0.6413; O -0.7484; S -0.5948; S 0.5618; H 0.5119

***

Sequential molecular weight output: 181.2, 484.5, 471.6, 496.5, 910.0, 125.1 g/mol
Sequential E output: -17142.9750, -55393.2207, -50903.7276, -69225.6614, -129163.8526, -28866.1514 eV